No. 1
Computed, not measured: 6 unconnected molecules or ions with the total composition C35H29F5I2N, with ωB97M-V with the def2-TZVPD basis set.

Structure (XYZ):
```
72
C35H29F5I2N ωB97M-V with the def2-TZVPD basis set
I 0.8518 0.6868 -2.7141
C 2.7692 1.6292 -2.2205
C 4.0015 0.6904 -1.6830
C 5.4503 1.3892 -1.2748
C 5.5172 3.0431 -1.4955
C 4.1738 3.8359 -2.0330
I 4.2272 6.0290 -2.2780
N 2.8479 3.1585 -2.3959
H 3.8801 -0.4777 -1.5465
H 6.3814 0.7924 -0.8622
H 6.5068 3.6287 -1.2688
H 2.0020 3.6803 -2.7471
F 7.4042 -1.5656 -4.0046
C 6.2953 -1.6192 -4.7543
C 6.2105 -2.5487 -5.7850
C 5.0540 -2.6083 -6.5625
C 3.9985 -1.7294 -6.3073
C 4.0952 -0.7965 -5.2737
C 5.2472 -0.7447 -4.4893
H 7.0436 -3.2178 -5.9738
H 4.9746 -3.3367 -7.3657
H 3.0984 -1.7732 -6.9168
H 3.2741 -0.1107 -5.0796
H 5.3357 -0.0319 -3.6762
F -2.9164 -1.3822 -2.6218
C -3.2782 -0.5658 -1.6232
C -3.4927 0.7828 -1.8856
C -3.8744 1.6323 -0.8472
C -4.0268 1.1251 0.4456
C -3.8043 -0.2291 0.6999
C -3.4335 -1.0803 -0.3408
H -3.3614 1.1604 -2.8944
H -4.0521 2.6867 -1.0435
H -4.3202 1.7889 1.2561
H -3.9195 -0.6207 1.7077
H -3.2652 -2.1372 -0.1626
F -5.9597 -2.4122 1.1830
C -5.8292 -3.7452 1.2082
C -6.6204 -4.5260 0.3727
C -6.4812 -5.9138 0.3950
C -5.5592 -6.5063 1.2613
C -4.7732 -5.7142 2.0997
C -4.9047 -4.3261 2.0691
H -7.3371 -4.0487 -0.2875
H -7.0896 -6.5327 -0.2599
H -5.4541 -7.5889 1.2815
H -4.0592 -6.1779 2.7760
H -4.2955 -3.6949 2.7075
F 7.7070 4.7946 -0.1889
C 7.9552 4.5608 1.1066
C 8.7212 5.4675 1.8311
C 8.9756 5.2270 3.1812
C 8.4697 4.0756 3.7898
C 7.7062 3.1690 3.0529
C 7.4427 3.4155 1.7057
H 9.1128 6.3520 1.3394
H 9.5669 5.9336 3.7584
H 8.6721 3.8862 4.8418
H 7.3169 2.2716 3.5276
H 6.8435 2.7259 1.1203
F -5.8503 -0.0468 5.8566
C -6.9592 -0.1003 5.1069
C -7.0440 -1.0299 4.0762
C -8.2005 -1.0895 3.2987
C -9.2560 -0.2105 3.5539
C -9.1592 0.7223 4.5875
C -8.0072 0.7741 5.3719
H -6.2108 -1.6989 3.8874
H -8.2798 -1.8179 2.4955
H -10.1560 -0.2544 2.9443
H -9.9804 1.4082 4.7816
H -7.9188 1.4870 6.1850
```

Kohn-Sham gap ... 5.122 eV
Net charge ... +1
DFT total energy ... -2500.05488 a.u.

***

No. 2
Computed, not measured: a molecular structure, C24H49AlBrFO8P3, with ωB97M-V with the def2-TZVPD basis set.

Structure (XYZ):
```
87
C24H49AlBrFO8P3 ωB97M-V with the def2-TZVPD basis set
C -2.3063 -0.3071 6.1153
C -3.6306 -0.9036 5.5158
P -3.3617 -1.2766 3.7093
C -4.5099 -0.3062 2.6268
C -5.9940 -0.7709 2.5795
Al -3.2340 -3.5385 3.1742
F -4.6539 -4.1886 2.4164
Br -2.6547 -4.9049 5.0601
C -1.7579 -3.7393 1.8079
C -0.4466 -2.9832 2.2024
C -0.0392 -2.0091 1.1305
C -0.7549 -0.8254 0.9560
C -0.4478 0.1205 -0.0110
C 0.6485 -0.1110 -0.8431
C 1.3578 -1.2901 -0.6895
C 1.0374 -2.2382 0.2751
H -2.4709 0.6745 6.5673
H -1.8132 -1.0044 6.7943
H -1.6009 -0.1371 5.2975
H -4.3894 -0.1340 5.6786
H -3.8523 -1.7873 6.1138
H -4.4708 0.7449 2.9295
H -4.0962 -0.3477 1.6157
H -6.6242 0.1253 2.5173
H -6.1522 -1.2793 1.6262
H -6.2845 -1.3971 3.4177
H -1.5605 -4.7933 1.5999
H -2.1393 -3.2772 0.8889
H -0.5374 -2.4716 3.1665
H 0.3305 -3.7423 2.3428
H -1.5873 -0.6349 1.6297
H -1.0620 1.0123 -0.0612
H 0.9060 0.6421 -1.5794
H 2.2144 -1.4615 -1.3355
H 1.6208 -3.1463 0.3766
O 1.0412 -1.9352 -5.7492
P 0.1352 -1.0137 -6.4755
O 0.4764 0.4746 -5.9248
C 1.7298 1.0714 -6.2580
C 1.7542 1.5911 -7.6854
O -1.2848 -1.2654 -5.7091
C -1.5109 -2.4461 -4.9304
C -1.2851 -2.1794 -3.4582
O -0.6456 -0.4883 -7.8128
C -0.9928 -1.4492 -8.8371
C -2.1746 -2.3170 -8.4447
H 2.5392 0.3542 -6.0920
H 1.8730 1.8980 -5.5627
H 1.7112 0.7694 -8.4034
H 2.6683 2.1571 -7.8717
H 0.8937 2.2323 -7.8752
H -0.8886 -3.2694 -5.2828
H -2.5503 -2.7402 -5.0958
H -0.3141 -1.7203 -3.2774
H -1.3458 -3.1039 -2.8824
H -2.0369 -1.4853 -3.0796
H -0.1222 -2.0636 -9.0783
H -1.2428 -0.8690 -9.7245
H -1.8903 -3.0564 -7.6952
H -2.5521 -2.8574 -9.3142
H -2.9765 -1.7131 -8.0232
O 4.8240 2.7011 2.3863
P 3.4882 3.0921 2.8993
O 3.5369 4.7107 3.0663
C 3.5823 5.5258 1.8964
C 2.2260 5.6303 1.2197
O 3.6051 2.6632 4.4782
C 4.5853 1.7273 4.9170
C 5.7957 2.4369 5.4893
O 1.8732 2.9934 2.9497
C 1.2348 1.7266 2.6034
C 1.3631 0.6894 3.7008
H 4.3338 5.1382 1.2014
H 3.9096 6.5141 2.2202
H 1.9214 4.6700 0.7998
H 2.2569 6.3609 0.4094
H 1.4610 5.9266 1.9370
H 4.8696 1.0519 4.1100
H 4.1167 1.1168 5.6925
H 6.1834 3.1823 4.7951
H 6.5900 1.7238 5.7184
H 5.5267 2.9644 6.4064
H 1.6453 1.3533 1.6640
H 0.1822 1.9480 2.4390
H 2.3778 0.2890 3.7493
H 0.6877 -0.1452 3.5081
H 1.1318 1.1210 4.6742
```

Kohn-Sham gap ... 5.704 eV
Net charge ... -1
DFT total energy ... -5486.49768 a.u.

***

Number 2 is which compound?
C24H49AlBrFO8P3

***

Look up the DFT total energy of the first one.
-2500.05488 a.u.